Molecular formula: C21H41Ca2O12P
Method: DFT, ωB97M-V with the def2-TZVPD basis set

Element x y z (Å)
C: 4.57 -3.16 -0.26
H: 5.54 -3.39 1.70
H: 3.43 -1.80 2.58
C: -4.21 2.03 -2.00
C: -0.57 -1.88 4.19
Ca: 3.78 2.27 -0.99
C: -2.90 2.05 -1.11
C: -3.58 -2.16 -2.29
O: 2.11 0.55 -1.68
Ca: 3.77 -1.14 -2.46
H: -4.68 1.10 -1.68
O: 1.40 -1.30 -2.21
H: 0.11 2.51 -0.32
H: -2.48 -2.90 2.15
H: 3.07 4.59 1.08
C: 2.93 -1.67 0.50
C: 4.94 -2.68 1.14
H: 1.84 -1.77 0.45
O: 5.74 -0.70 -3.02
H: -6.01 2.98 -1.38
H: -1.97 2.32 -1.62
H: -5.11 4.17 -2.27
O: -0.11 0.24 -1.50
H: -1.02 3.73 1.94
H: 1.26 4.19 2.87
H: 0.29 -2.81 2.35
O: -2.64 -2.99 -0.41
P: 5.89 0.52 -2.12
H: 0.43 1.75 1.31
H: -2.76 1.07 -0.65
C: -1.12 -1.18 2.11
C: -5.00 3.32 -1.60
C: 2.04 4.34 0.82
H: 0.90 -1.13 2.70
O: -1.88 -2.36 3.98
H: -1.10 -1.32 1.03
C: -3.97 -2.93 -1.06
H: -1.54 -1.49 -2.93
H: -4.63 -2.53 -0.29
O: 5.21 1.72 -2.79
O: 7.17 1.30 -1.78
C: -1.62 -3.19 -1.34
C: -2.08 -2.37 -2.58
C: 3.55 -2.39 1.67
H: -0.64 -2.94 -0.93
O: -3.18 3.02 -0.09
O: 4.83 0.38 -1.01
H: -0.16 -2.47 5.01
H: 1.81 4.99 -0.03
C: -2.33 -1.97 2.69
H: 0.83 5.71 2.00
H: 3.16 -0.61 0.48
H: 3.04 -3.32 1.94
H: -1.24 -0.11 2.24
C: 0.53 2.63 0.68
H: -0.55 -0.59 -1.72
H: -4.22 -2.49 -3.11
H: -4.14 -3.97 -1.31
H: -4.29 4.79 -0.49
H: -1.42 -4.23 -1.59
H: -0.64 -0.87 4.58
C: 1.12 -0.16 -1.85
C: -4.38 3.73 -0.26
H: -0.61 4.25 0.39
H: 5.34 -2.96 -1.00
H: -3.77 -1.10 -2.14
H: 5.43 -1.71 1.11
C: -0.14 3.90 1.31
C: 1.02 4.64 1.91
H: -5.15 3.63 0.50
H: -1.83 -2.96 -3.46
C: 0.07 -1.84 2.79
H: 4.28 -4.21 -0.32
H: -3.23 -1.36 2.65
O: 3.60 -2.31 -0.62
O: 1.87 3.03 0.52
H: -4.00 2.02 -3.07

The calculation puts the total energy at -3424.38966 a.u. The calculation puts the orbital gap (alpha / beta) at 2.1 / 5.2 eV. Its spin multiplicity is 2. For the largest force on an atom, the calculation gives 7.28 eV/Å. The HOMO energy (alpha / beta) comes out at -0.133 / -3.336 eV. Its total charge is -1.

Charge distribution, Löwdin scheme, values in e: atom 1 (C): -0.244, atom 2 (H): 0.117, atom 3 (H): 0.113, atom 4 (C): -0.129, atom 5 (C): -0.211, atom 6 (Ca): 1.138, atom 7 (C): -0.166, atom 8 (C): -0.160, atom 9 (O): -0.149, atom 10 (Ca): 1.489, atom 11 (H): 0.087, atom 12 (O): -0.088, atom 13 (H): 0.095, atom 14 (H): 0.104, atom 15 (H): 0.086, atom 16 (C): -0.159, atom 17 (C): -0.128, atom 18 (H): 0.111, atom 19 (O): -0.538, atom 20 (H): 0.094, atom 21 (H): 0.102, atom 22 (H): 0.103, atom 23 (O): 0.111, atom 24 (H): 0.105, atom 25 (H): 0.113, atom 26 (H): 0.117, atom 27 (O): -0.188, atom 28 (P): -0.164, atom 29 (H): 0.113, atom 30 (H): 0.100, atom 31 (C): -0.177, atom 32 (C): -0.163, atom 33 (C): -0.327, atom 34 (H): 0.101, atom 35 (O): -0.148, atom 36 (H): 0.087, atom 37 (C): -0.128, atom 38 (H): 0.092, atom 39 (H): 0.127, atom 40 (O): -0.553, atom 41 (O): -0.419, atom 42 (C): -0.211, atom 43 (C): -0.133, atom 44 (C): -0.179, atom 45 (H): 0.106, atom 46 (O): -0.141, atom 47 (O): -0.665, atom 48 (H): 0.118, atom 49 (H): 0.094, atom 50 (C): -0.194, atom 51 (H): 0.110, atom 52 (H): 0.107, atom 53 (H): 0.112, atom 54 (H): 0.108, atom 55 (C): -0.178, atom 56 (H): 0.059, atom 57 (H): 0.109, atom 58 (H): 0.117, atom 59 (H): 0.107, atom 60 (H): 0.113, atom 61 (H): 0.113, atom 62 (C): -0.836, atom 63 (C): -0.230, atom 64 (H): 0.098, atom 65 (H): 0.127, atom 66 (H): 0.091, atom 67 (H): 0.127, atom 68 (C): -0.179, atom 69 (C): -0.174, atom 70 (H): 0.112, atom 71 (H): 0.106, atom 72 (C): -0.147, atom 73 (H): 0.127, atom 74 (H): 0.114, atom 75 (O): -0.317, atom 76 (O): -0.260, atom 77 (H): 0.101